Run i
Entry from the OMol25 dataset: a 2-piece molecular cluster, C5H12N2 overall (ωB97M-V with the def2-TZVPD basis set).

Atoms and positions in Å:
1 C 0.504 -2.143 -1.103
2 C -0.425 -0.932 -1.122
3 C -2.600 -0.498 -1.798
4 N -1.583 -1.223 -1.981
5 H 1.320 -1.966 -0.399
6 H -0.050 -3.014 -0.769
7 H 0.946 -2.295 -2.085
8 H 0.092 -0.031 -1.449
9 H -0.760 -0.750 -0.093
10 H -2.678 0.259 -1.012
11 H -3.460 -0.667 -2.441
12 C 0.775 1.321 2.704
13 C 1.548 1.980 0.625
14 N 1.361 1.007 1.400
15 H -0.170 0.775 2.743
16 H 0.522 2.384 2.795
17 H 1.430 0.993 3.503
18 H 1.950 1.783 -0.368
19 H 1.278 3.017 0.849

The HOMO-LUMO gap comes out at 10.563 eV. The calculation puts the LUMO energy at 1.0 eV.

Run ii
Entry from the OMol25 dataset: C5H12N2 as an isolated structure (ωB97M-V with the def2-TZVPD basis set).

Atoms and positions in Å:
1 C 1.411 1.645 1.494
2 C -0.226 -0.445 -1.915
3 C -2.250 -0.881 -0.435
4 N 0.963 0.815 0.398
5 N 1.630 -0.873 0.388
6 C -0.886 -0.286 -0.585
7 C -0.357 0.504 0.396
8 H 2.638 -1.036 0.291
9 H 1.406 -1.146 1.351
10 H -0.922 0.643 1.321
11 H 2.497 1.727 1.457
12 H 1.003 2.651 1.368
13 H 1.106 1.268 2.483
14 H -0.859 -0.004 -2.690
15 H 0.746 0.036 -1.931
16 H -0.092 -1.501 -2.151
17 H -2.631 -0.780 0.580
18 H -2.227 -1.939 -0.698
19 H -2.951 -0.400 -1.120

The HOMO-LUMO gap comes out at 8.598 eV. The calculation puts the LUMO energy at 0.8 eV.

Run iii
Entry from the OMol25 dataset: C5H12N2 as an isolated structure (ωB97M-V with the def2-TZVPD basis set).

Atoms and positions in Å:
1 C -0.161 -0.179 -0.675
2 C -1.393 -1.126 -0.421
3 C -0.918 -1.436 1.468
4 C -0.010 -2.406 1.351
5 N -0.467 1.238 -0.911
6 C 0.773 2.050 -1.046
7 N 1.585 2.063 0.138
8 H 0.314 -0.177 0.286
9 H 0.534 -0.588 -1.401
10 H -1.338 -2.064 -0.996
11 H -2.351 -0.651 -0.402
12 H -1.825 -1.383 2.087
13 H 0.516 -2.902 2.164
14 H 0.001 -2.995 0.426
15 H -0.798 1.571 -0.002
16 H 1.313 1.647 -1.909
17 H 0.437 3.054 -1.267
18 H 2.419 1.528 0.288
19 H 1.371 2.756 0.823

The HOMO-LUMO gap comes out at 9.388 eV. The calculation puts the LUMO energy at 0.9 eV.

Run iv
Entry from the OMol25 dataset: an isolated molecule of C5H12N2 (ωB97M-V with the def2-TZVPD basis set).

Atoms and positions in Å:
1 N -0.891 0.326 2.082
2 C -0.516 0.090 0.689
3 C 0.807 0.778 0.358
4 C 0.831 1.416 -1.004
5 C 1.843 1.330 -1.856
6 C -0.473 -1.397 0.283
7 N -1.709 -1.789 -0.374
8 H -0.340 -0.273 2.687
9 H -1.857 0.043 2.198
10 H -1.265 0.549 0.050
11 H 1.695 0.151 0.457
12 H 0.888 1.643 1.021
13 H -0.021 2.020 -1.285
14 H 2.681 0.697 -1.570
15 H 1.928 1.929 -2.746
16 H -0.398 -2.001 1.191
17 H 0.437 -1.656 -0.269
18 H -1.657 -2.705 -0.799
19 H -1.983 -1.151 -1.114

The HOMO-LUMO gap comes out at 10.306 eV. The calculation puts the LUMO energy at 1.2 eV.

Ordering by calculated energy gives the sequence run iv, run i, run ii, run iii, with the first entry being the most stable.

Run i
Entry from the OMol25 dataset: an isolated molecule of C5H12N2 (ωB97M-V with the def2-TZVPD basis set).

Atoms and positions in Å:
1 C 1.264 1.349 -0.899
2 C -0.082 0.690 -0.545
3 C 0.007 -0.847 -0.700
4 N -1.412 -1.102 2.748
5 C -1.340 -1.518 1.398
6 C -0.163 -1.412 0.722
7 N 1.478 1.568 -2.302
8 H 1.980 0.772 -0.311
9 H 1.180 2.328 -0.433
10 H -0.876 1.269 -1.049
11 H -0.381 0.847 0.513
12 H -0.894 -1.204 -1.211
13 H 0.947 -1.239 -1.061
14 H -1.485 -0.091 2.734
15 H -2.202 -1.431 3.287
16 H -2.244 -1.966 0.987
17 H 0.625 -1.845 1.343
18 H 1.157 2.442 -2.681
19 H 2.441 1.391 -2.539

The HOMO-LUMO gap comes out at 8.823 eV. The calculation puts the LUMO energy at 1.1 eV.

Run ii
Entry from the OMol25 dataset: C5H12N2 as an isolated structure (ωB97M-V with the def2-TZVPD basis set).

Atoms and positions in Å:
1 C -0.051 0.451 0.520
2 C -0.073 0.449 -0.900
3 C -0.483 2.382 -1.094
4 C -0.849 -2.588 0.437
5 C 0.282 -1.611 0.308
6 N 0.997 0.938 1.261
7 N 1.466 -2.031 0.356
8 H -1.010 0.558 1.019
9 H 1.894 1.006 0.800
10 H 0.824 1.655 1.946
11 H 2.161 -1.283 0.286
12 H -0.948 0.032 -1.374
13 H 0.868 0.380 -1.433
14 H 0.444 2.924 -0.914
15 H -0.801 2.464 -2.131
16 H -1.284 2.739 -0.448
17 H -1.416 -2.611 -0.497
18 H -0.486 -3.598 0.640
19 H -1.535 -2.254 1.218

The HOMO-LUMO gap comes out at 7.903 eV. The calculation puts the LUMO energy at 0.9 eV.

Ordering by calculated energy gives the sequence run i, run ii, with the first entry being the most stable.

Run i
Entry from the OMol25 dataset: C6H9Br as an isolated structure (ωB97M-V with the def2-TZVPD basis set).

Atoms and positions in Å:
1 C -0.254 -0.260 0.644
2 C -1.518 -0.228 0.349
3 C 1.187 -0.108 0.872
4 C 1.046 1.234 0.203
5 C -2.240 0.852 -0.456
6 C 2.015 -1.150 0.022
7 Br 0.890 2.869 1.103
8 H -2.113 -0.993 0.552
9 H 1.489 -0.046 1.992
10 H 0.786 1.408 -0.790
11 H -3.018 1.116 0.267
12 H -2.713 0.633 -1.445
13 H -1.459 1.694 -0.673
14 H 1.421 -1.424 -0.857
15 H 2.348 -1.896 0.609
16 H 2.785 -0.670 -0.537

The HOMO-LUMO gap comes out at 8.449 eV. The calculation puts the LUMO energy at 0.9 eV.

Run ii
Entry from the OMol25 dataset: a 2-piece molecular cluster, C6H9Br overall (ωB97M-V with the def2-TZVPD basis set).

Atoms and positions in Å:
1 C 1.075 2.289 0.343
2 C 0.025 1.939 0.865
3 C 0.628 -1.288 -1.063
4 C 1.153 -1.760 0.028
5 C -1.223 1.867 1.707
6 C -0.679 -1.627 -1.634
7 Br 2.890 -1.289 0.548
8 H 1.980 2.311 -0.134
9 H 1.222 -0.434 -1.457
10 H 0.831 -2.667 0.535
11 H -2.124 1.497 1.151
12 H -1.551 2.942 1.807
13 H -1.177 1.293 2.629
14 H -0.779 -2.734 -1.603
15 H -0.839 -1.239 -2.678
16 H -1.434 -1.100 -1.044

The HOMO-LUMO gap comes out at 9.948 eV. The calculation puts the LUMO energy at 0.9 eV.

Run iii
Entry from the OMol25 dataset: an isolated molecule of C6H9Br (ωB97M-V with the def2-TZVPD basis set).

Atoms and positions in Å:
1 C 2.450 -0.918 -1.975
2 C 1.589 0.078 -1.456
3 C -0.259 0.943 0.138
4 C 0.624 -0.080 -0.550
5 C -1.498 0.701 1.068
6 C -2.058 -0.602 1.544
7 Br -2.305 2.289 1.920
8 H 3.300 -0.686 -2.580
9 H 2.249 -1.890 -1.475
10 H 1.836 1.022 -1.967
11 H 0.384 1.204 1.026
12 H -0.469 1.926 -0.454
13 H 0.472 -1.097 -0.266
14 H -2.360 -1.214 0.786
15 H -2.727 -0.525 2.389
16 H -1.227 -1.150 1.853

The HOMO-LUMO gap (alpha / beta) comes out at 8.423 / 7.189 eV. The calculation puts the LUMO energy (alpha / beta) at 0.7 / -0.2 eV.

Ordering by calculated energy gives the sequence run ii, run iii, run i, with the first entry being the most stable.

Run i
Entry from the OMol25 dataset: AsF6H18O9 as an isolated structure (ωB97M-V with the def2-TZVPD basis set).

Atoms and positions in Å:
1 As 0.359 0.406 -1.055
2 F 1.699 1.438 -0.499
3 F 1.049 -0.904 0.009
4 F -0.994 -0.580 -1.671
5 F -0.197 1.771 -2.169
6 F 1.440 -0.236 -2.331
7 F -0.559 1.000 0.374
8 O -2.729 -4.145 1.311
9 H -2.614 -3.882 0.398
10 H -2.505 -3.363 1.816
11 O 2.698 -4.414 -0.536
12 H 3.294 -3.837 -1.012
13 H 2.095 -3.821 -0.088
14 O -4.048 2.105 2.179
15 H -3.252 2.139 1.648
16 H -4.457 2.962 2.052
17 O 0.651 1.995 4.373
18 H 1.523 1.609 4.457
19 H 0.468 1.973 3.434
20 O 2.846 4.854 -1.867
21 H 2.016 5.327 -1.808
22 H 2.626 3.953 -1.632
23 O -2.677 -3.993 -2.374
24 H -2.227 -3.152 -2.297
25 H -2.144 -4.495 -2.990
26 O -0.624 -1.145 3.840
27 H -0.503 -0.367 4.384
28 H -0.368 -0.865 2.961
29 O -2.676 4.143 -1.038
30 H -1.958 4.753 -0.868
31 H -2.397 3.654 -1.812
32 O 4.680 -2.009 -2.469
33 H 4.084 -1.298 -2.707
34 H 5.403 -1.575 -2.016

Its net charge is -1. The HOMO-LUMO gap comes out at 11.176 eV. The calculation puts the LUMO energy at 2.4 eV.

Run ii
Entry from the OMol25 dataset: AsF6H18O9 as an isolated structure (ωB97M-V with the def2-TZVPD basis set).

Atoms and positions in Å:
1 As -0.059 -0.168 -0.004
2 F 0.336 -0.047 -1.717
3 F -0.403 -1.948 -0.261
4 F -0.416 -0.428 1.729
5 F 0.073 1.643 0.209
6 F -1.773 0.215 -0.257
7 F 1.691 -0.498 0.288
8 O 0.968 3.368 2.952
9 H 1.212 3.571 2.049
10 H 0.333 2.656 2.875
11 O 2.868 1.649 -1.626
12 H 1.994 1.497 -1.266
13 H 3.142 0.795 -1.959
14 O -1.697 -1.858 -2.921
15 H -1.189 -1.439 -2.227
16 H -2.066 -2.639 -2.509
17 O 4.219 -0.829 1.240
18 H 3.365 -0.753 0.814
19 H 4.578 0.058 1.216
20 O -0.553 3.560 -1.805
21 H -0.461 3.926 -0.925
22 H 0.140 2.902 -1.865
23 O 0.449 -4.774 -0.097
24 H 0.031 -3.940 -0.310
25 H -0.152 -5.438 -0.434
26 O 0.648 -2.756 3.247
27 H 1.453 -2.323 3.533
28 H 0.209 -2.107 2.697
29 O -2.847 2.136 -2.303
30 H -2.746 1.409 -1.688
31 H -2.103 2.710 -2.120
32 O -3.928 0.217 1.370
33 H -3.352 0.369 0.621
34 H -3.964 -0.736 1.455

Its net charge is -1. The HOMO-LUMO gap comes out at 10.014 eV. The calculation puts the LUMO energy at 2.0 eV.

Ordering by calculated energy gives the sequence run ii, run i, with the first entry being the most stable.